A cluster of 12 separate species, C48H72O34 in total, computed with wB97M-V/def2-TZVPD.

```
! wB97M-V def2-TZVPD RIJCOSX def2/J DEFGRID3
* xyz 0 1
C -20.155 -4.316 -16.709
C -19.883 -3.679 -18.038
C -19.132 -4.596 -19.040
O -20.082 -4.802 -20.023
C -21.243 -4.281 -19.757
O -22.255 -4.355 -20.476
O -21.149 -3.545 -18.619
H -19.224 -4.417 -16.152
H -20.677 -5.271 -16.755
H -20.820 -3.702 -16.101
H -19.395 -2.707 -17.959
H -18.825 -5.527 -18.564
H -18.307 -4.058 -19.506
C -23.074 -1.488 -15.931
C -22.596 -0.273 -16.681
C -21.109 -0.020 -16.356
O -20.548 0.021 -17.679
C -21.440 -0.172 -18.620
O -21.298 -0.168 -19.844
O -22.581 -0.588 -18.036
H -24.086 -1.713 -16.268
H -23.085 -1.193 -14.882
H -22.450 -2.382 -15.938
H -23.236 0.591 -16.504
H -20.709 -0.757 -15.659
H -20.892 0.960 -15.931
C -23.654 0.662 -10.956
C -24.643 1.224 -12.042
C -24.112 0.903 -13.433
O -25.195 0.394 -14.175
C -26.191 0.073 -13.328
O -27.203 -0.517 -13.634
O -25.855 0.449 -12.043
H -23.587 -0.425 -11.002
H -24.042 0.889 -9.963
H -22.659 1.046 -11.182
H -24.733 2.303 -11.917
H -23.310 0.173 -13.319
H -23.734 1.838 -13.846
C -19.141 0.694 -8.122
C -20.697 0.782 -7.941
C -21.261 0.557 -6.517
O -22.293 1.504 -6.526
C -22.130 2.388 -7.524
O -22.906 3.327 -7.691
O -21.088 2.156 -8.193
H -18.772 -0.331 -8.172
H -18.674 1.365 -7.402
H -18.829 1.068 -9.097
H -21.151 0.093 -8.653
H -20.543 0.772 -5.726
H -21.585 -0.478 -6.409
C -14.928 -5.002 -8.095
C -16.061 -5.097 -9.084
C -16.375 -6.589 -9.457
O -17.733 -6.678 -9.194
C -18.233 -5.670 -8.536
O -19.431 -5.420 -8.304
O -17.228 -4.794 -8.314
H -14.803 -4.055 -7.571
H -13.963 -5.148 -8.579
H -15.060 -5.629 -7.213
H -15.994 -4.446 -9.956
H -15.857 -7.289 -8.802
H -16.146 -6.743 -10.511
C -23.983 -2.993 -12.175
C -24.104 -4.512 -12.324
C -25.274 -4.863 -13.311
O -24.577 -5.433 -14.466
C -23.281 -5.573 -14.243
O -22.435 -6.040 -15.006
O -22.968 -4.956 -13.037
H -24.911 -2.510 -11.868
H -23.657 -2.486 -13.083
H -23.196 -2.766 -11.456
H -24.209 -5.017 -11.363
H -25.885 -3.995 -13.560
H -25.981 -5.602 -12.934
C -15.386 -1.779 -12.819
C -16.349 -0.749 -13.312
C -15.808 0.221 -14.363
O -16.868 0.246 -15.350
C -17.610 -0.881 -15.194
O -18.400 -1.276 -16.015
O -17.363 -1.433 -14.032
H -15.043 -2.243 -13.744
H -15.903 -2.561 -12.263
H -14.516 -1.333 -12.339
H -16.833 -0.203 -12.503
H -14.869 -0.157 -14.766
H -15.600 1.241 -14.041
C -20.804 5.035 -10.859
C -21.212 3.580 -11.186
C -21.667 3.369 -12.600
O -21.136 2.103 -12.852
C -20.127 1.891 -12.008
O -19.243 1.022 -12.124
O -20.112 2.818 -11.093
H -21.670 5.686 -10.745
H -20.076 5.405 -11.582
H -20.310 4.924 -9.894
H -21.887 3.160 -10.439
H -21.405 4.145 -13.319
H -22.750 3.392 -12.723
C -15.981 -4.436 -16.868
C -15.675 -5.554 -15.879
C -14.294 -5.428 -15.227
O -14.509 -5.744 -13.912
C -15.825 -5.517 -13.574
O -16.324 -5.427 -12.460
O -16.542 -5.445 -14.688
H -16.277 -3.508 -16.379
H -16.724 -4.756 -17.599
H -15.100 -4.259 -17.486
H -15.805 -6.559 -16.281
H -13.908 -4.413 -15.320
H -13.527 -6.067 -15.666
C -21.138 -7.604 -11.242
C -20.356 -7.926 -12.551
C -18.858 -7.907 -12.435
O -18.533 -9.294 -12.291
C -19.507 -10.095 -12.706
O -19.430 -11.344 -12.898
O -20.523 -9.278 -12.869
H -21.054 -6.590 -10.853
H -20.798 -8.248 -10.431
H -22.185 -7.871 -11.383
H -20.716 -7.291 -13.360
H -18.418 -7.310 -11.636
H -18.362 -7.521 -13.326
O -22.870 -2.065 -8.829
C -22.859 -3.074 -8.102
C -23.516 -4.389 -8.459
C -22.770 -5.363 -7.561
C -22.380 -4.459 -6.380
O -22.245 -3.117 -6.915
H -24.572 -4.296 -8.207
H -23.371 -4.722 -9.487
H -23.412 -6.186 -7.251
H -21.922 -5.876 -8.016
H -23.129 -4.211 -5.628
H -21.403 -4.724 -5.975
O -21.328 -1.172 -12.989
C -20.611 -2.067 -12.654
C -19.833 -2.135 -11.380
C -19.240 -3.509 -11.345
C -19.577 -4.078 -12.705
O -20.415 -3.161 -13.336
H -18.963 -1.480 -11.420
H -20.474 -1.777 -10.575
H -18.180 -3.595 -11.104
H -19.812 -4.068 -10.604
H -18.646 -4.067 -13.273
H -20.196 -4.971 -12.622
*
```

Summary:
frontier orbital gap	9.8	eV
HOMO level	-10.0	eV
energy above the lowest of the compared OMol25 structures with the same formula, charge and spin	27.3	kcal per mole
structure (SMILES)	C[C@H]1COC(=O)O1.C[C@H]1COC(=O)O1.C[C@H]1COC(=O)O1.C[C@H]1COC(=O)O1.C[C@H]1COC(=O)O1.C[C@H]1COC(=O)O1.C[C@H]1COC(=O)O1.C[C@H]1COC(=O)O1.C[C@H]1COC(=O)O1.C[C@H]1COC(=O)O1.O=C1CCCO1.O=C1CCCO1
calculated total energy	-4430.47715	Eh

***

A structure of composition C48H77BClN3O7P2SnTe, computed with wB97M-V/def2-TZVPD.

```
! wB97M-V def2-TZVPD RIJCOSX def2/J DEFGRID3
* xyz 2 1
Sn -0.079 2.337 -0.046
C -3.516 1.617 4.590
C -4.019 0.225 5.016
C -3.074 -0.281 6.114
C -5.417 0.408 5.619
C -4.089 -0.768 3.801
O -4.554 -0.084 2.620
C -5.056 -1.960 3.982
C -4.774 -3.057 5.018
C -3.574 -3.912 4.682
C -2.481 -3.998 5.535
C -1.344 -4.715 5.181
C -1.310 -5.367 3.961
Cl 0.109 -6.244 3.489
C -2.407 -5.339 3.112
C -3.528 -4.613 3.478
C -2.728 -1.331 3.373
N -1.798 -0.329 2.841
C -1.915 0.400 1.752
N -0.829 1.169 1.629
C -0.071 0.844 2.724
N -0.630 -0.062 3.470
H -3.641 2.304 5.428
H -4.071 2.020 3.745
H -2.454 1.617 4.346
H -3.163 0.370 6.985
H -2.030 -0.257 5.799
H -3.307 -1.292 6.445
H -5.381 1.178 6.389
H -5.790 -0.503 6.087
H -6.152 0.734 4.878
H -5.471 0.180 2.763
H -5.125 -2.424 2.995
H -6.045 -1.542 4.181
H -5.663 -3.691 5.058
H -4.664 -2.639 6.018
H -2.502 -3.487 6.490
H -0.494 -4.769 5.846
H -2.382 -5.893 2.184
H -4.384 -4.602 2.813
H -2.876 -2.074 2.591
H -2.205 -1.806 4.195
H -2.773 0.379 1.106
H 0.890 1.276 2.945
C 7.834 -1.288 1.948
C 6.893 -1.639 0.786
C 7.711 -1.830 -0.498
C 6.190 -2.956 1.112
C 5.900 -0.494 0.590
C 6.381 0.777 0.235
C 5.559 1.879 0.045
C 4.211 1.665 0.224
O 3.153 2.563 0.081
B 2.053 1.798 0.326
O 2.330 0.502 0.678
C 3.724 0.429 0.575
C 4.527 -0.672 0.768
H 8.530 -2.108 2.124
H 7.272 -1.115 2.867
H 8.420 -0.394 1.736
H 8.399 -2.668 -0.379
H 8.306 -0.949 -0.738
H 7.061 -2.043 -1.349
H 6.934 -3.744 1.220
H 5.505 -3.259 0.316
H 5.635 -2.901 2.050
H 7.446 0.912 0.102
H 5.953 2.847 -0.228
H 4.098 -1.623 1.046
O -0.628 0.880 -1.305
P -0.717 0.207 -2.710
C 0.883 0.340 -3.588
C 1.095 -0.750 -4.685
C 2.541 -1.247 -4.726
C 3.507 -0.070 -4.724
C 3.369 0.767 -3.437
C 2.097 0.441 -2.648
C -1.887 1.151 -3.730
C -2.183 0.474 -5.084
C -3.357 -0.500 -5.026
C -4.607 0.183 -4.482
C -4.356 0.731 -3.081
C -3.163 1.682 -3.052
C -1.121 -1.531 -2.392
C -2.392 -1.681 -1.516
C -2.275 -2.837 -0.518
C -1.639 -4.043 -1.194
C -0.179 -3.735 -1.559
C 0.082 -2.231 -1.730
H 0.807 1.314 -4.084
H 0.855 -0.316 -5.657
H 0.421 -1.598 -4.558
H 2.678 -1.854 -5.621
H 2.747 -1.903 -3.875
H 3.297 0.550 -5.600
H 4.532 -0.422 -4.839
H 3.365 1.832 -3.679
H 4.226 0.604 -2.780
H 1.935 1.247 -1.938
H 2.226 -0.479 -2.079
H -1.249 2.025 -3.926
H -1.292 -0.016 -5.481
H -2.429 1.269 -5.792
H -3.112 -1.363 -4.399
H -3.541 -0.890 -6.028
H -5.447 -0.511 -4.472
H -4.885 1.004 -5.150
H -4.194 -0.101 -2.392
H -5.237 1.263 -2.718
H -2.943 2.000 -2.031
H -3.436 2.590 -3.598
H -1.297 -1.993 -3.368
H -3.249 -1.865 -2.164
H -2.596 -0.751 -0.984
H -3.270 -3.078 -0.138
H -1.667 -2.541 0.343
H -2.214 -4.283 -2.092
H -1.688 -4.921 -0.552
H 0.093 -4.256 -2.478
H 0.488 -4.111 -0.781
H 0.982 -2.100 -2.325
H 0.275 -1.761 -0.761
C 2.207 6.487 1.618
C 1.556 6.623 0.268
O 1.639 5.327 -0.399
P 0.652 4.917 -1.551
O 1.025 3.574 -2.071
Te -1.544 4.572 -0.499
O 0.479 6.097 -2.547
C 1.536 6.445 -3.523
C 1.364 5.648 -4.788
H 2.173 7.445 2.135
H 3.248 6.185 1.518
H 1.682 5.752 2.229
H 2.066 7.346 -0.366
H 0.505 6.911 0.353
H 2.504 6.279 -3.048
H 1.397 7.511 -3.680
H 1.429 4.578 -4.590
H 2.161 5.918 -5.482
H 0.409 5.869 -5.260
*
```

Summary:
frontier orbital gap	7.2	eV
HOMO level	-12.5	eV
calculated total energy	-4216.08749	Eh

***

A cluster of 16 separate species, C48H78O48 in total, computed with wB97M-V/def2-TZVPD.

```
! wB97M-V def2-TZVPD RIJCOSX def2/J DEFGRID3
* xyz 0 1
C 6.440 -6.043 13.880
C 5.726 -5.833 15.220
O 4.360 -6.181 14.908
C 4.162 -6.352 13.623
O 3.138 -6.697 13.109
O 5.358 -6.271 13.007
H 7.075 -6.925 13.796
H 6.929 -5.172 13.444
H 5.692 -4.848 15.685
H 6.045 -6.565 15.962
C -1.353 -10.798 4.387
C -0.408 -10.653 5.558
O -1.186 -10.166 6.571
C -2.448 -10.018 6.185
O -3.440 -9.792 6.864
O -2.459 -10.123 4.813
H -1.480 -11.854 4.148
H -0.917 -10.437 3.455
H 0.334 -9.924 5.234
H 0.035 -11.624 5.782
C 0.543 -8.364 11.290
C 0.005 -8.643 9.932
O -1.218 -7.919 9.820
C -1.449 -7.428 11.060
O -2.465 -6.863 11.403
O -0.552 -7.765 11.939
H 1.382 -7.669 11.260
H 0.723 -9.337 11.747
H -0.262 -9.688 9.779
H 0.783 -8.264 9.270
C -0.653 -8.672 15.075
C -0.676 -10.315 14.908
O -2.006 -10.571 14.711
C -2.719 -9.431 14.510
O -3.850 -9.438 14.038
O -1.991 -8.349 14.719
H 0.044 -8.236 14.359
H -0.511 -8.341 16.104
H -0.262 -10.905 15.725
H -0.253 -10.649 13.960
C -0.550 -15.907 12.201
C -0.914 -15.308 13.540
O -0.449 -13.997 13.442
C 0.550 -13.950 12.526
O 1.339 -13.021 12.436
O 0.483 -15.082 11.742
H -1.375 -15.921 11.490
H -0.331 -16.918 12.546
H -0.640 -15.973 14.359
H -1.990 -15.146 13.594
C -1.449 -5.342 5.202
C -0.411 -5.432 6.391
O 0.651 -6.257 5.960
C 0.292 -6.931 4.906
O 0.980 -7.729 4.288
O -0.941 -6.397 4.494
H -1.279 -4.434 4.624
H -2.503 -5.481 5.443
H -0.898 -5.975 7.201
H -0.132 -4.449 6.771
C -5.395 -6.462 12.505
C -6.370 -7.263 13.306
O -7.470 -6.402 13.363
C -7.196 -5.174 12.992
O -7.916 -4.153 13.053
O -5.984 -5.118 12.466
H -5.340 -6.927 11.520
H -4.396 -6.451 12.939
H -5.974 -7.287 14.321
H -6.593 -8.283 12.995
C -2.591 -13.556 7.641
C -2.912 -13.857 6.203
O -1.592 -13.974 5.608
C -0.790 -14.386 6.526
O 0.441 -14.647 6.331
O -1.378 -14.290 7.718
H -3.359 -14.002 8.274
H -2.486 -12.496 7.871
H -3.528 -13.087 5.739
H -3.496 -14.766 6.057
C 4.698 -4.408 10.433
C 4.260 -5.612 9.622
O 2.865 -5.535 9.691
C 2.385 -4.555 10.487
O 1.244 -4.409 10.853
O 3.476 -3.827 10.882
H 5.121 -3.583 9.859
H 5.329 -4.738 11.258
H 4.472 -6.530 10.171
H 4.658 -5.573 8.608
C 4.475 -9.848 11.005
O 3.661 -9.866 9.842
C 4.089 -9.243 8.660
O 5.115 -8.548 8.522
O 3.115 -9.455 7.666
C 3.099 -8.510 6.587
H 5.554 -9.921 10.877
H 4.303 -10.655 11.718
H 4.082 -9.020 11.596
H 2.627 -9.017 5.746
H 4.070 -8.107 6.297
H 2.502 -7.646 6.878
C -3.128 -3.351 15.055
O -3.511 -4.706 15.337
C -3.132 -5.206 16.497
O -2.440 -4.620 17.349
O -3.552 -6.444 16.665
C -3.090 -7.313 17.721
H -3.761 -2.765 15.721
H -3.357 -3.095 14.020
H -2.054 -3.175 15.117
H -3.655 -8.237 17.598
H -3.354 -7.028 18.739
H -2.010 -7.455 17.662
C 4.710 -13.241 11.190
O 5.530 -12.478 12.065
C 6.647 -12.936 12.457
O 7.319 -13.877 12.105
O 7.059 -12.039 13.356
C 8.317 -12.135 14.061
H 4.158 -12.577 10.524
H 4.039 -13.992 11.608
H 5.312 -13.855 10.521
H 8.654 -11.239 14.582
H 9.018 -12.458 13.291
H 8.334 -12.956 14.779
C 0.766 -3.308 14.428
O 1.286 -2.088 14.808
C 0.620 -0.958 14.799
O -0.420 -0.781 14.171
O 1.370 -0.093 15.505
C 0.929 1.263 15.703
H 0.083 -3.299 13.579
H 0.357 -3.757 15.333
H 1.582 -3.997 14.210
H -0.105 1.254 16.046
H 0.792 1.783 14.755
H 1.536 1.825 16.414
C -4.666 -6.782 7.459
O -4.784 -5.424 7.003
C -4.638 -4.362 7.782
O -5.043 -3.235 7.543
O -3.844 -4.705 8.833
C -3.568 -3.723 9.917
H -3.654 -6.862 7.857
H -4.893 -7.382 6.577
H -5.387 -6.938 8.261
H -2.846 -2.934 9.706
H -3.239 -4.221 10.829
H -4.557 -3.431 10.272
C 3.209 -12.393 4.918
O 2.258 -12.155 5.974
C 2.494 -12.675 7.201
O 3.295 -13.618 7.461
O 1.642 -12.164 8.029
C 1.457 -12.521 9.362
H 4.235 -12.183 5.222
H 3.103 -11.759 4.037
H 3.214 -13.370 4.434
H 0.423 -12.865 9.366
H 1.522 -11.633 9.991
H 2.110 -13.311 9.735
C -4.475 -13.172 13.239
O -4.751 -12.237 12.293
C -4.090 -12.270 11.078
O -3.243 -13.108 10.752
O -4.278 -11.143 10.297
C -5.070 -9.967 10.525
H -4.678 -14.124 12.750
H -5.198 -13.250 14.052
H -3.419 -13.219 13.505
H -6.116 -10.122 10.261
H -4.665 -9.179 9.889
H -4.979 -9.635 11.560
*
```

Summary:
frontier orbital gap	9.9	eV
HOMO level	-10.0	eV
energy above the lowest of the compared OMol25 structures with the same formula, charge and spin	34.5	kcal per mole
calculated total energy	-5487.22794	Eh

***

> Which of these has the lowest calculated total energy?

C48H78O48

***

> What is the formula in the second record?

C48H77BClN3O7P2SnTe

***

> The lowest frontier orbital gap belongs to which entry?

C48H77BClN3O7P2SnTe